(1)
The following is a quantum chemistry calculation of a structure of composition C24H28FN4O7STi at a distorted geometry, from the OMol25 dataset.

The geometry in XYZ format:
```
66
Properties=species:S:1:pos:R:3
Ti -3.67131 -0.60487 -0.44991
S -3.25510 -2.98753 -1.13123
F 2.69217 -2.54543 -0.65024
O -5.78166 -0.56885 -0.54601
O -3.70272 -1.77083 -1.96314
O -1.89016 -3.32481 -1.30807
O -3.31371 3.25004 -0.50045
O -1.86134 -0.49698 -0.23178
O -3.62485 -2.46591 0.24074
O -3.68538 1.07874 -0.99709
N 4.49190 -0.48797 -1.08528
N 0.78156 2.59778 -0.77408
N -4.21721 -0.10474 1.49784
N 6.81498 -1.72544 0.04690
C 1.69490 3.74498 -0.91994
C -6.48970 -0.10862 0.63711
C 5.72223 -2.56728 -0.58037
C 2.21062 -1.29392 -0.70192
C 1.44342 4.96994 -0.09914
C 0.37314 0.22768 -0.57554
C 5.54689 0.33811 -0.50669
C 5.02489 -1.72983 -1.63496
C -3.72895 -0.09867 3.83248
C -2.89454 2.16001 -0.69607
C -1.01196 0.49574 -0.48846
C -6.00002 -0.14999 3.08088
C 3.14427 -0.24212 -0.87873
C -5.08747 -0.13059 4.11941
C -0.52689 2.81412 -0.76433
C -1.45490 1.79771 -0.64560
C -5.53411 -0.12815 1.78830
C 2.64479 1.04921 -0.87146
C 6.28418 -0.41728 0.59430
C 0.88063 -1.08986 -0.55637
C 1.27732 1.29640 -0.72451
C -3.33174 -0.10174 2.52025
C 2.60510 4.08209 0.22200
C -4.28566 -4.33090 -1.50268
H 0.61022 4.96940 0.59358
H 2.52901 3.47688 1.11725
H -5.43188 -0.15120 5.14534
H -5.31827 -4.04700 -1.30372
H 3.60207 4.42523 -0.02014
H 5.04473 -2.85523 0.22000
H -6.85138 0.90255 0.46469
H 7.53424 -1.53275 -0.65383
H 7.27969 -2.24997 0.78956
H 2.04940 3.86113 -1.93479
H 5.14961 1.25135 -0.07500
H -7.33483 -0.76106 0.82144
H -7.06580 -0.17346 3.27184
H -6.20731 -0.20700 -1.33756
H 7.12787 0.15126 0.98109
H 3.31386 1.87754 -1.05373
H 0.21269 -1.93469 -0.44264
H 5.75065 -1.45498 -2.40983
H 4.25660 -2.31659 -2.12433
H 6.18544 -3.45688 -1.00166
H -0.85352 3.84155 -0.85660
H -2.28755 -0.10698 2.25301
H 5.61629 -0.67351 1.41352
H 1.62816 5.92336 -0.57631
H -2.98798 -0.08975 4.61885
H -4.12893 -4.58336 -2.55242
H 6.25400 0.62801 -1.29167
H -3.96068 -5.14415 -0.85208
```

LUMO level (eV): -8.8982
HOMO-LUMO gap (Eh): 0.2727
Charge: +3
Highest occupied orbital energy (eV): -16.3



(2)
The following is a quantum chemistry calculation of the ion C5H11N2O with charge +1 at a distorted geometry, from the OMol25 dataset.

The geometry in XYZ format:
```
19
Properties=species:S:1:pos:R:3
O -1.50856 0.92858 -0.73024
N -1.11681 -0.22882 -0.28388
N -1.75103 -1.30841 -0.17433
C 0.79231 -1.64709 -0.37921
C 0.33334 -0.23413 1.67322
C 0.31461 -0.26323 0.08214
C -0.51114 1.89171 -0.82365
C 0.78041 1.13597 -0.36717
H 1.27260 -1.51591 -1.31055
H 1.28860 0.20082 1.81914
H -0.16031 -2.23821 -0.37102
H 1.23129 1.66320 0.47944
H -0.50967 2.01483 -1.90363
H 0.39950 -1.28273 1.92951
H 1.54169 -2.06804 0.26299
H 1.57830 1.06015 -1.11254
H -0.38170 0.32298 2.11825
H -2.74550 -1.28473 -0.52907
H -0.84794 2.85304 -0.37938
```

LUMO level (eV): -5.3335
SMILES: [H]/N=[N+]1\OCCC1(C)C
HOMO-LUMO gap (Eh): 0.3867
Charge: +1
Highest occupied orbital energy (eV): -15.9



(3)
The following is a quantum chemistry calculation of a structure of composition C27H45Cl4O2PY at a distorted geometry, from the OMol25 dataset.

The geometry in XYZ format:
```
80
Properties=species:S:1:pos:R:3
Y 2.23882 0.50013 1.90642
Cl 1.94817 -4.15812 2.77470
Cl -0.39506 -4.25893 4.47251
Cl 1.85459 -2.57327 5.23655
Cl 3.22732 1.65062 -0.13523
P -0.03233 -0.18467 -0.76245
O -0.71253 -1.48255 3.53755
O 1.11282 -1.44116 2.21968
C -4.30103 -0.50369 -1.04050
C 3.83520 -0.37682 2.75354
C -0.76676 2.48671 -1.30499
C -3.45979 -1.90288 0.93056
C 0.32193 -1.93451 3.15379
C 1.24815 -2.67637 -0.85001
C 0.90158 -3.23183 3.86986
C -0.78775 3.57562 -3.61370
C 0.15978 2.92778 3.29907
C -2.86515 -0.41602 -1.57674
C 3.14727 2.78571 3.23566
C -0.04942 2.36012 -4.18720
C 1.09802 4.18764 3.28100
C 1.95746 -3.77401 -1.65261
C -2.04406 -1.81227 0.35088
C -0.54769 3.77152 -2.11271
C 0.59280 -1.63630 -1.78391
C -1.86319 -0.49735 -0.42410
C 2.51681 4.03816 3.80580
C 2.13776 1.67085 3.71446
C 0.05484 1.32263 -1.88654
C 0.30919 -3.38375 -3.56831
C -0.40079 -2.31789 -2.72428
C 0.82180 1.72546 3.62563
C 1.05883 -4.41414 -2.71419
C -4.54139 -1.72072 -0.13908
C -0.25378 1.08198 -3.36399
H 0.48663 4.10566 -1.95323
H -0.88390 -1.59021 -3.39282
H 0.27736 0.71490 3.81844
H 0.47905 -3.12832 -0.20407
H -3.57886 -2.86920 1.43548
H -1.86979 -2.66848 -0.31884
H -5.51881 -1.62505 0.34707
H 3.44762 -0.88562 3.64341
H -1.31315 -1.88321 1.16853
H -0.33724 2.82545 2.35634
H 4.17670 2.59446 3.57001
H 1.39097 -1.17093 -2.39452
H -0.48845 2.65971 -0.25465
H 1.12734 1.58221 -1.77695
H 0.38464 0.28407 -3.76921
H 0.32900 -5.06696 -2.21754
H 1.66475 -5.05389 -3.36580
H 0.58378 4.93074 3.89352
H -1.20490 4.55931 -1.72732
H -0.47350 4.47649 -4.15289
H -2.74627 0.51629 -2.14414
H 4.62374 0.41471 2.99177
H -1.19665 -2.79842 -2.13724
H 3.14803 4.89419 3.58957
H -1.83662 2.22778 -1.31557
H 1.02700 2.57589 -4.21861
H -0.42749 -3.88911 -4.20462
H -0.37154 2.17825 -5.21938
H -5.00026 -0.51881 -1.88533
H 1.14344 4.57240 2.26070
H -3.55979 -1.12446 1.69919
H 1.97053 -2.19702 -0.17460
H 1.02079 -2.87959 -4.23596
H -4.58455 -2.62607 -0.75864
H -1.29559 0.74402 -3.47615
H -4.50937 0.41032 -0.46802
H -2.08697 0.33345 0.27368
H 2.83261 -3.32685 -2.14367
H 2.70970 0.93233 4.48371
H 3.20542 2.78137 2.09643
H 2.49548 3.92632 4.88426
H -1.86498 3.46165 -3.79321
H -0.53781 2.99110 4.10368
H -2.69229 -1.24176 -2.28052
H 2.33180 -4.53679 -0.95943
```

LUMO level (alpha / beta) (eV): 2.5252 / 2.5252
HOMO-LUMO gap (alpha / beta) (Eh): 0.1741 / 0.1743
Charge: -1
Highest occupied orbital energy (alpha / beta) (eV): -2.2 / -2.2



(4)
The following is a quantum chemistry calculation of an isolated molecule of C5H13NS at a distorted geometry, from the OMol25 dataset.

The geometry in XYZ format:
```
20
Properties=species:S:1:pos:R:3
S 4.02622 -0.94969 0.26087
N 0.08719 -0.05575 0.21622
C -2.32831 1.51897 -0.69217
C 2.42407 -0.03071 0.65749
C -2.36947 0.08428 -0.17047
C -1.07352 -0.67995 -0.43539
C 1.31817 -0.79526 -0.04091
H -3.26134 -0.49972 -0.38986
H -3.23164 2.11429 -0.60648
H -1.93938 1.53077 -1.71459
H 4.91411 -0.25698 1.02753
H -1.21439 -1.69566 -0.04459
H -0.80789 -0.74470 -1.49064
H 2.35724 -0.24142 1.72274
H -1.53151 2.00206 -0.11831
H 1.25418 -1.81015 0.36957
H -0.12096 0.15534 1.17424
H -2.37827 0.18366 0.92287
H 2.42109 1.03622 0.47180
H 1.45441 -0.86562 -1.11992
```

LUMO level (eV): 0.9711
SMILES: CCCNCCS
HOMO-LUMO gap (Eh): 0.3579
Charge: 0
Highest occupied orbital energy (eV): -8.8



(5)
The following is a quantum chemistry calculation of a structure of composition C52H59AuFN2P2Si, from the OMol25 dataset.

The geometry in XYZ format:
```
118
Properties=species:S:1:pos:R:3
Au -0.64009 -0.31722 -0.98710
P 3.37322 0.24955 1.20644
P 1.59060 -0.29552 -1.46626
Si -0.03748 -1.52172 2.37559
F -0.46149 2.19922 0.41070
N 0.23218 -0.02288 1.88013
N -2.74246 -0.11537 -1.38816
C 6.98045 1.37119 -0.35085
C 1.94493 -1.44710 -2.82744
C 2.36569 3.70455 -1.82632
C -5.03725 -0.66338 2.22801
C 2.98745 -0.71089 -0.35842
C 3.53907 -2.43741 2.27484
C 1.89930 1.36144 -2.14540
C -1.41225 -0.89203 -6.02005
C -4.63411 0.49910 -4.51897
C 3.30394 -2.91440 4.63288
C 5.62972 1.17608 -0.11397
C 2.23286 2.42401 -1.30851
C 3.28701 -1.46127 4.98712
C -2.17222 -0.49302 -3.66981
C -4.09124 1.65453 2.28033
C -2.43794 -0.44495 -5.01560
C -6.14090 1.16645 0.92502
C 2.23234 -1.13065 6.05329
C 3.38322 -2.23807 -4.59326
C -0.92702 -2.02462 3.92149
C -0.37187 3.74833 3.67223
C -3.67936 0.04970 -5.43357
C -3.66363 0.19351 -0.27284
C 0.17376 1.41373 3.88031
C 5.19382 0.37249 0.94333
C -3.98253 1.70254 -0.22100
C -5.95584 1.04308 -4.99098
C -0.51682 3.57550 2.30296
C 7.92398 0.77623 0.47662
C 3.33237 -1.05137 2.50012
C -0.02296 2.65897 4.45656
C 0.33971 -2.94084 1.25536
C 3.45565 -3.34621 3.35600
C 3.17038 -0.59133 3.77373
C -5.79867 -0.32799 0.94441
C 1.65851 1.60712 -3.49821
C 1.09223 -2.52401 -3.05508
C -4.93923 -0.67285 -0.27930
C 3.09931 -1.31560 -3.60016
C -3.10750 -0.04745 -2.68593
C -3.75192 0.16266 2.26759
C -4.85721 2.00045 1.00215
C 0.03284 1.19677 2.50221
C 7.50387 -0.00865 1.53792
C -0.30926 2.32890 1.75576
C 6.14861 -0.20959 1.77136
C -2.91536 -0.14084 1.02393
C 2.14598 3.93882 -3.17512
C 2.52442 -3.30800 -4.81675
C 1.38235 -3.45436 -4.04487
C -4.35228 0.44872 -3.16960
C 1.78440 2.88901 -4.00875
H -5.09287 0.82901 -2.48795
H 2.37091 2.26598 -0.24597
H -1.22534 -0.89524 -3.33324
H 1.09560 -2.67118 0.52252
H -5.10854 3.06352 0.99906
H -6.69576 1.41328 0.01385
H 0.10080 2.77697 5.52541
H 2.25025 4.93825 -3.57651
H -4.69589 1.89329 3.15933
H 4.27686 -2.12520 -5.19272
H -6.03494 1.00475 -6.07575
H 2.63450 4.52021 -1.16784
H 3.75019 -2.81701 1.28424
H 1.37468 0.79589 -4.15760
H -4.64035 -1.72574 -0.24996
H 3.24940 -3.62859 5.44657
H -0.62627 -1.48089 -5.54660
H -6.78462 0.47141 -4.57171
H -1.99563 0.44509 1.05847
H -5.53255 -0.54179 -1.18066
H 0.19758 -2.63537 -2.45216
H -0.52672 4.72221 4.11540
H -6.71843 -0.91529 0.89740
H -3.90658 0.08672 -6.49325
H -6.79210 1.40729 1.76926
H 0.71522 -4.28988 -4.21196
H 3.87079 -0.63540 -0.99666
H 3.52648 -4.40874 3.15517
H -6.08110 2.08135 -4.68073
H 3.00559 0.46981 3.93719
H -1.86606 -1.49279 -6.80827
H 8.23213 -0.47332 2.19013
H 2.87122 -1.77630 -0.15075
H -2.64096 -1.20631 0.99761
H 0.68860 -3.80337 1.82539
H -0.39098 -2.81415 4.45236
H 1.22542 -1.34669 5.68928
H 1.60244 3.06808 -5.06046
H 4.90650 1.66518 -0.75934
H -1.89782 -2.43953 3.62886
H -0.56819 -3.23270 0.71876
H -3.17295 2.24716 2.34447
H -1.10213 -1.18525 4.59235
H 2.28055 -0.07665 6.33079
H 7.29702 1.99674 -1.17567
H -5.65579 -0.44219 3.10178
H -4.48864 2.04031 -1.12464
H -3.03687 2.25038 -0.16035
H -4.80562 -1.73315 2.25718
H 2.39794 -1.72508 6.95227
H 0.46346 0.57419 4.50035
H 2.74905 -4.02718 -5.59341
H -3.16595 -0.08596 3.15731
H 5.84400 -0.82838 2.60515
H 8.97975 0.93069 0.29743
H 3.77440 -0.48388 -3.43267
H 4.26154 -1.22465 5.45467
H -0.78359 4.39493 1.64810
H -0.94499 -0.02789 -6.49741
```

LUMO level (alpha / beta) (eV): -1.6318 / -4.2046
HOMO-LUMO gap (alpha / beta) (Eh): 0.2794 / 0.2145
Charge: +1
Spin multiplicity: 3
Highest occupied orbital energy (alpha / beta) (eV): -9.2 / -10.0



(6)
The following is a quantum chemistry calculation of a cluster of 2 separate species, C6H10N7 in total at a distorted geometry, from the OMol25 dataset.

The geometry in XYZ format:
```
23
Properties=species:S:1:pos:R:3
N 0.10264 -1.42051 -1.02421
N 0.52591 -3.27004 -0.00283
N 0.32697 -1.13214 0.25656
N 0.52245 0.99084 -1.39203
N 1.14130 3.06589 -0.97850
N -0.07123 0.53431 2.14184
N 0.41136 1.25379 -0.04312
C 0.23367 -2.71486 -1.16224
C 0.82985 2.50068 0.15232
C -0.10799 0.29764 0.82919
C 0.95036 2.14076 -1.90254
C 0.59601 -2.27201 0.91564
C -2.21588 0.01409 0.11711
H -2.54952 -0.99925 0.43844
H 1.01854 -2.27750 1.87412
H -2.54700 0.82804 0.61229
H -1.89184 0.17225 -1.00344
H 1.20224 2.44484 -2.90244
H 0.25755 -0.56072 -1.62003
H 1.03458 2.83378 1.14534
H -0.12046 -3.15493 -2.01033
H 0.75887 0.82107 2.68356
H -0.40837 -0.09602 2.87529
```

LUMO level (eV): -4.1429
HOMO-LUMO gap (Eh): 0.3228
Charge: +1
Highest occupied orbital energy (eV): -12.9



- What is the charge in the first record?
  +3



- What is the charge in the sixth record?
  +1



- charge of number 5 (C52H59AuFN2P2Si)?
  +1



- What is the charge in the third record?
  -1